Record 1
Formula: CH5BrP2
Source: the OMol25 dataset
Level of theory: ωB97M-V/def2-TZVPD

Output
HOMO level: -8.98 eV
energy above the lowest of the compared OMol25 structures with the same formula, charge and spin: 0.000 eV
HOMO-LUMO gap: 0.348 Ha
SMILES string: CP(#[PH2])Br
LUMO level: 0.50 eV

Positions of all 9 atoms, in Å:
Br 2.6372 -0.2327 0.0368
P 0.1954 2.0756 -0.2652
P 0.7173 0.3145 0.9990
C -0.4888 -1.1445 0.2176
H -1.2461 1.9170 -0.1396
H -1.4979 -0.7752 0.5074
H -0.3211 -1.2287 -0.8512
H 0.2155 1.1843 -1.3056
H -0.2113 -2.1103 0.8008

Atomic partial charges in e from the natural (NBO) method, atoms 1 to 4: -0.2278 0.0235 0.4072 -0.8590



Record 2
Formula: C26H60Li4N4O14
Source: the OMol25 dataset
Level of theory: ωB97M-V/def2-TZVPD

Output
HOMO level: -5.08 eV
energy above the lowest of the compared OMol25 structures with the same formula, charge and spin: 0.000 eV
HOMO-LUMO gap: 0.158 Ha
LUMO level: -0.79 eV

Positions of all 108 atoms, in Å:
O 5.3326 3.3767 19.2324
O 5.2091 4.8286 14.1170
O 10.9339 10.3058 16.8085
O 3.5494 11.3616 19.4435
O 1.0787 8.7042 15.2462
O 6.4144 13.1264 14.6684
O 5.5597 8.9705 16.8500
O 6.0860 10.9171 17.6639
O 9.0028 12.2104 20.3867
O 6.5141 14.3187 16.5672
O 10.2768 7.1621 13.4661
O 5.9563 15.3256 14.6279
O 6.8254 10.4593 15.6480
O 7.6946 7.4185 18.3671
N 2.4990 9.6348 17.5198
N 9.0625 12.4220 17.4335
N 6.7577 7.3246 14.5262
N 5.9136 5.5890 17.0951
C 1.1327 7.8878 16.3971
C 8.2494 11.4215 21.2679
C 5.6276 4.0118 13.0444
C 11.3524 6.2805 13.6610
C 4.0540 12.6461 19.8197
C 10.1789 12.5547 16.5052
C 2.4237 8.2225 17.1153
C 8.1906 13.0799 19.5930
C 8.9650 13.5212 18.3797
C 9.0332 6.6131 13.8520
C 8.5679 8.5257 18.3511
C 1.7088 10.0148 18.7084
C 6.1632 10.1156 16.6732
C 4.8686 4.5519 17.1816
C 4.9073 3.0741 20.5462
C 8.1942 6.2794 17.6763
C 5.9401 7.0284 13.3499
C 10.5063 11.2338 15.8463
C 11.2879 9.0665 16.2379
C 4.3920 4.1647 18.5511
C 7.1577 5.1798 17.7614
C 6.2646 14.3007 15.2850
C 4.7988 6.1071 13.7266
C -0.1812 8.6973 14.6232
C 8.1148 7.7547 14.1936
C 2.1575 11.3817 19.1848
Li 6.5448 11.3536 13.9642
Li 7.1138 12.3766 16.6044
Li 5.8195 7.4494 17.9354
Li 4.4325 9.9712 18.4800
H 11.1633 5.2951 13.2154
H 8.5196 8.2687 15.0739
H 9.5584 8.2650 18.7336
H 1.6428 11.6340 20.1231
H -0.4408 7.6860 14.2878
H 5.4962 2.9777 13.3704
H 9.1650 11.5412 17.9285
H 3.4800 3.5592 18.4120
H 6.6935 4.1462 12.8353
H 4.0398 6.0800 12.9265
H 6.3696 8.0848 15.0863
H 5.0339 4.1708 12.1423
H 8.8680 10.5850 21.5892
H 8.4406 14.3783 17.9484
H 8.1320 8.5517 13.4339
H 5.6768 2.4674 21.0128
H 7.3380 11.0212 20.7985
H 7.9190 13.9426 20.2150
H 4.7060 3.9900 21.1107
H 2.4809 7.6114 18.0221
H 4.0562 5.0439 19.1279
H 8.2895 6.5541 16.6147
H 3.2730 8.0342 16.4558
H 7.2675 12.5731 19.2875
H -0.0852 9.3290 13.7402
H 11.9900 9.1961 15.4051
H 12.2229 6.7036 13.1637
H 6.1046 5.6671 16.0918
H 9.9659 13.8524 18.6975
H 1.1442 6.8398 16.0651
H 9.1740 5.9468 18.0268
H 9.9085 13.2850 15.7405
H 2.1749 10.1786 16.7243
H 4.0435 13.3189 18.9542
H 7.9182 12.0114 22.1349
H 7.5743 4.2606 17.3302
H 5.1628 3.6546 16.6185
H 3.9890 4.8787 16.6157
H 9.1485 5.9217 14.6945
H 5.1002 12.5137 20.0747
H 11.5675 6.1557 14.7300
H 3.9806 2.4823 20.5233
H 6.5777 6.5779 12.5874
H -0.9785 9.1020 15.2530
H 0.6381 10.0111 18.4766
H 1.8810 12.1626 18.4669
H 6.9859 4.9710 18.8174
H 8.7066 8.9048 17.3281
H 11.8016 8.4876 17.0052
H 11.0842 12.8850 17.0366
H 0.2906 8.0731 17.0769
H 10.4001 8.5320 15.8795
H 4.2319 6.5777 14.5412
H 3.4445 13.0826 20.6117
H 1.8733 9.2739 19.4984
H 9.6722 10.8772 15.2199
H 8.6285 6.0464 12.9981
H 8.1319 9.3454 18.9172
H 11.3032 11.4356 15.1069
H 5.5440 7.9517 12.8983

Atomic partial charges in e from the Mulliken method, atoms 1 to 4: -0.2869 -0.2193 -0.3909 -0.3122



Record 3
Formula: C20HCl76FNO4S
Source: the OMol25 dataset
Level of theory: ωB97M-V/def2-TZVPD

Output
HOMO level: -5.84 eV
HOMO-LUMO gap: 0.251 Ha
LUMO level: 0.99 eV
total charge: -1

Positions of all 104 atoms, in Å:
Cl 7.6948 -9.7253 0.6815
Cl -3.3704 -2.0856 6.3405
Cl 3.8037 -6.5621 -3.4650
Cl -9.9769 2.4727 -5.5345
Cl -2.7445 10.6633 0.7369
Cl -7.5565 3.3640 -1.1604
Cl -2.8218 3.6179 1.3764
Cl -4.8525 6.0233 3.7917
Cl -2.2028 -7.2300 -4.3774
Cl 1.4609 8.9546 7.9231
Cl 4.0852 -7.9713 0.6653
Cl 3.2743 3.1415 -1.8651
Cl 4.8383 1.9537 -4.7703
Cl -4.3444 9.8223 3.0077
Cl 0.7713 5.2368 -3.9684
Cl -9.2808 4.5105 -3.5902
Cl 0.0313 -0.8386 4.7720
Cl 0.2631 -3.9185 10.6769
Cl -2.2157 1.5638 -0.5812
Cl 3.5728 1.9417 0.7645
Cl 8.3972 -5.9755 -7.1535
Cl 0.0654 11.1881 6.7038
Cl -8.5087 4.8327 -6.3685
Cl 2.5009 0.6746 4.5733
Cl -4.3758 -6.8566 -6.2617
Cl 6.1625 -5.6503 -5.3320
Cl 5.9690 -6.0180 1.6983
Cl 1.6448 -5.5842 -9.3920
Cl 1.6448 11.6029 9.9981
Cl -1.5193 -3.8885 5.0232
Cl 0.9733 1.9715 -0.5400
Cl 5.8420 -7.2152 -7.7540
Cl 0.7997 0.3616 2.2446
Cl 0.9505 -8.0716 -8.0691
Cl -7.1907 3.9881 1.6430
Cl 5.6667 -6.3719 -1.1663
Cl 2.2745 -1.9117 3.2763
Cl -4.5615 -5.7379 -3.5910
Cl -3.9556 8.0270 0.7590
Cl 6.0069 -10.0341 -1.6576
Cl -3.7585 7.0362 6.2814
Cl -1.1864 8.5716 6.7985
Cl -2.2919 -5.2754 10.4277
Cl -9.3862 5.1831 0.1652
Cl 7.3379 3.3633 -5.1958
Cl 3.0859 0.2607 -1.5538
Cl -1.6542 5.3049 -5.5571
Cl -0.6401 -5.7121 12.7714
Cl 7.4620 -12.3147 -0.6087
Cl 5.2163 -11.2217 0.8692
Cl -1.0784 -6.5818 -9.5134
Cl -2.1203 6.9990 3.8831
Cl 2.8786 -5.0743 -5.7813
Cl 1.0800 9.0316 5.0477
Cl 0.5663 7.0507 -6.2233
Cl -2.8168 4.5112 5.2019
Cl 3.0999 9.3120 11.0248
Cl -7.2124 2.8231 -4.7250
Cl 5.1331 3.7260 -7.0486
Cl 4.9719 4.8262 -4.3672
Cl -9.4366 2.3531 0.8056
Cl -2.1444 4.3606 -1.3469
Cl 1.0697 -6.8746 -4.3875
Cl -1.1748 -3.2572 7.8330
Cl -4.7233 -8.6097 -3.9745
Cl -1.9589 -3.1571 12.3811
Cl -5.6201 10.3854 0.4628
Cl 3.3596 11.8952 12.3204
Cl -0.0206 -5.5495 -7.0169
Cl -4.6852 3.0760 -0.7816
Cl 3.2653 -7.9459 -5.9567
Cl 3.5432 -5.1363 0.3728
Cl 7.4691 -8.2286 -5.5758
Cl -3.3985 -4.9166 6.9800
Cl 0.8751 10.4110 12.5285
Cl -0.9922 7.5354 -3.8230
S -0.2370 -3.2130 -3.0164
F -1.1238 -4.5003 -3.6343
O 3.0246 -3.9364 -2.6028
O 2.9916 -1.6667 -2.7736
O -0.0354 -3.4167 -1.5467
O -1.1132 -1.9827 -3.1969
N 1.2008 -2.9094 -3.9049
C 0.3741 -6.4466 -8.4973
C -4.1659 9.7240 1.2416
C -3.9656 -7.1083 -4.5507
C 1.4014 -0.4284 3.7157
C -2.3654 -3.5371 6.5437
C -8.7448 3.6599 -5.0545
C 6.5949 -10.8234 -0.1791
C -1.1574 -4.5158 11.5634
C 2.2446 10.8055 11.4675
C -8.3936 3.7218 0.3637
C 0.3550 9.4360 6.6185
C -0.3267 6.2814 -4.8928
C -2.9664 3.1533 -0.3339
C 5.5696 3.4660 -5.3449
C 2.7550 -6.6138 -4.8963
C 4.8149 -6.3731 0.3928
C -3.3864 6.1423 4.7889
C 2.7276 1.8265 -0.7989
C 6.9672 -6.7666 -6.4534
C 2.4263 -2.9118 -3.0539
H 1.2913 -3.5015 -4.7448

Atomic partial charges in e from the Mulliken method, atoms 1 to 4: -0.0746 -0.0857 0.2040 -0.0994



Record 4
Formula: C36H35AsN2PS6SbV
Source: the OMol25 dataset
Level of theory: ωB97M-V/def2-TZVPD

Output
HOMO level (spin up / spin down): -1.55 / -1.96 eV
energy above the lowest of the compared OMol25 structures with the same formula, charge and spin: 0.000 eV
HOMO-LUMO gap (spin up / spin down): 0.203 / 0.211 Ha
spin multiplicity: 4
LUMO level (spin up / spin down): 3.99 / 3.77 eV
total charge: -2
⟨S²⟩: 3.79

Positions of all 83 atoms, in Å:
Sb -0.4974 2.1806 -0.6396
As 4.5343 -2.8445 -0.3187
V 2.2875 -0.4236 -0.1720
S 2.8557 -2.2308 1.0243
S 4.1478 -4.7974 -1.0412
S 4.0175 -1.1487 -1.7382
S 1.5174 1.3489 -1.8384
S 0.9843 0.8083 1.8047
S 6.3802 -2.4716 0.7467
P -0.3962 -6.0943 2.6566
N 0.4156 -1.2852 -0.8589
N 3.3470 1.1388 0.7782
C 0.7848 -4.8605 3.2158
C -1.8739 -5.7252 0.4946
C 1.7658 4.2525 -0.3163
C -2.0385 2.4784 -4.8082
C -0.0373 -4.8534 -1.2834
C -3.5670 2.4268 0.5221
C -2.2973 -5.4687 -0.8075
C -1.3836 -4.9770 -1.7303
C 0.2335 6.4771 0.1029
C 1.6110 6.5602 0.0095
C 2.3836 5.4894 -0.2416
C -0.3658 5.2318 0.0666
C 0.4109 -5.2991 -0.0297
C 3.0306 2.4910 2.6202
C -1.0409 -1.8293 -2.6268
C -1.8575 2.1985 2.2284
C 0.6506 -7.6685 2.6473
C -4.5300 2.2179 1.4576
C -0.5793 -5.6606 0.9207
C 4.3977 2.8160 2.5840
C -2.1918 2.4490 0.9196
C -2.7629 3.7646 -2.4603
C -1.7055 2.7784 -2.4073
C 5.2169 2.2980 1.6249
C -1.4497 2.0825 -3.5918
C -4.2104 2.1005 2.8630
C -2.8776 2.1099 3.2488
C 4.5797 1.4502 0.6972
C -1.8760 -1.7346 -0.4558
C -2.1457 -1.7638 -1.8055
C 0.2259 -1.5194 -2.1708
C -3.3909 4.0660 -3.6395
C 2.4811 1.5500 1.7383
C -0.5969 -1.4825 -0.0245
C 0.4171 4.0292 -0.1208
C -3.0076 3.4804 -4.8587
H 1.4678 -5.1916 0.1347
H -3.8996 2.3815 -0.5045
H 2.5205 3.4210 -0.5103
H -5.6238 2.1767 1.2249
H -1.4604 5.0696 0.1826
H -2.6137 -1.8024 0.3500
H 6.2269 2.4964 1.4900
H 0.1681 -8.5588 2.2273
H 4.6829 3.6710 3.1936
H -3.1101 -1.8421 -2.2750
H 0.7973 -7.8921 3.7247
H 3.5131 5.5553 -0.4207
H -0.9014 2.1423 2.5603
H 1.0465 -5.0658 4.2452
H -0.6092 1.3861 -3.5014
H -0.3684 7.3458 0.2373
H 0.2947 -3.9014 3.1380
H 1.1116 -1.4427 -2.8095
H -4.1987 4.8086 -3.4953
H -3.4692 3.7660 -5.8214
H 1.5738 -7.4651 2.1987
H -1.6479 -4.7079 -2.8022
H 1.7268 -4.8918 2.6479
H -4.9141 1.9031 3.6852
H -3.1275 4.2932 -1.5901
H -0.3351 -1.2978 0.9466
H -3.3349 -5.5357 -1.0207
H 5.1367 0.9726 -0.0941
H 2.5334 3.0400 3.4305
H -1.0677 -1.9854 -3.6836
H -2.5448 2.0216 4.2839
H -1.8109 1.9041 -5.6927
H -2.6666 -6.0092 1.1827
H 2.1328 7.4884 -0.0189
H 0.7746 -4.3893 -1.8298

Atomic partial charges in e from the Mulliken method, atoms 1 to 4: 1.0322 0.3791 0.2702 -0.4313



Record 5
Formula: C19H45GaN2O15P
Source: the OMol25 dataset
Level of theory: ωB97M-V/def2-TZVPD

Output
HOMO level: -3.96 eV
HOMO-LUMO gap: 0.209 Ha
LUMO level: 1.71 eV
total charge: -1

Positions of all 83 atoms, in Å:
Ga 2.7414 0.8511 -5.3802
P 1.1529 -0.8635 -4.7385
O 0.0207 -3.2760 0.3858
O -5.1196 4.9899 3.2422
O 10.2361 5.3759 -3.4367
O -7.8524 -2.5551 6.5799
O -4.5120 -1.0603 5.1579
O 11.1303 3.5867 -4.4829
O -4.3939 3.0887 2.2652
O -3.0451 -2.6143 5.8730
O -0.5343 -2.9167 -1.6716
O -2.1571 -3.4315 -0.1844
O -3.0108 -2.0501 3.7886
O -9.2826 -3.0774 4.9113
O -5.8495 3.0932 3.9909
O -8.7427 -4.5260 6.5570
O 9.0541 3.5053 -3.8925
N 0.0001 -1.3344 -5.7558
N 2.1283 2.3627 -4.3568
C 7.8948 4.1047 -3.2985
C -3.6050 -1.8324 4.9501
C 7.1096 0.7123 -4.9448
C -4.3045 5.7252 2.3184
C -3.4774 -1.2491 2.6893
C -1.0036 -3.2155 -0.4755
C -8.6795 -3.3566 5.9151
C -5.0535 3.6665 3.0905
C -3.6459 -2.5203 7.1709
C 4.5650 0.1690 -4.8406
C 5.6873 1.0343 -5.4236
C 10.1403 4.2631 -3.8920
C -9.6039 -5.4887 5.9368
C -1.5290 -2.8117 -2.7073
C -5.8802 1.6593 3.9005
C 7.5517 -0.7196 -5.2441
C -7.6622 -1.2640 5.9765
C -0.3432 -3.7032 1.6980
C 12.3676 4.2993 -4.5541
H 4.6627 -0.8781 -5.1480
H 8.0899 4.3451 -2.2548
H -9.5454 -6.3706 6.5667
H -10.6240 -5.1112 5.8883
H 2.6239 1.1299 -6.9413
H 0.6634 -0.4857 -3.4499
H -2.0563 -3.7595 -2.8040
H -3.0856 -3.2109 7.7928
H -4.4659 6.7694 2.5660
H -9.2622 -5.7086 4.9268
H 12.7236 4.5486 -3.5554
H 2.2634 2.2432 -3.3561
H -3.3051 -0.1927 2.8879
H 5.4776 2.0886 -5.1919
H -3.5682 -1.5036 7.5530
H 7.6267 5.0149 -3.8319
H -2.2430 -2.0294 -2.4539
H 7.1133 3.3572 -3.3915
H -8.6096 -0.7307 5.9171
H -0.9192 -1.4052 -5.3357
H 7.5280 -0.9092 -6.3213
H -4.8854 1.2455 4.0308
H 0.5499 -3.5742 2.3024
H -6.5232 1.3331 4.7114
H 7.8136 1.4158 -5.4055
H -4.6967 -2.8049 7.1250
H -4.6076 5.5151 1.2943
H -1.1560 -3.0999 2.0979
H -3.2571 5.4531 2.4364
H 4.6439 0.1667 -3.7429
H -0.9868 -2.5666 -3.6152
H 1.8815 -1.9773 -4.1954
H -6.2787 1.3555 2.9338
H 13.0564 3.6252 -5.0537
H -6.9561 -0.7528 6.6218
H 12.2459 5.2206 -5.1220
H 7.1797 0.8896 -3.8625
H -2.8960 -1.5805 1.8345
H 5.6652 0.9742 -6.5205
H 8.5671 -0.9085 -4.8867
H 6.8787 -1.4359 -4.7715
H -0.6588 -4.7463 1.6919
H -7.2363 -1.3716 4.9826
H 2.6143 3.2256 -4.5851
H -4.5379 -1.4237 2.5173

Atomic partial charges in e from the Mulliken method, atoms 1 to 4: 0.1719 0.2132 -0.3309 -0.3397



Record 6
Formula: H20O10
Source: the OMol25 dataset
Level of theory: ωB97M-V/def2-TZVPD

Output
HOMO level: -9.95 eV
energy above the lowest of the compared OMol25 structures with the same formula, charge and spin: 2.145 eV
HOMO-LUMO gap: 0.362 Ha
SMILES string: O.O.O.O.O.O.O.O.O.O
LUMO level: -0.08 eV

Positions of all 30 atoms, in Å:
O -1.8432 -9.7213 14.1146
O -4.2779 -9.9122 18.1480
O -6.3531 -7.8425 18.2065
O -2.8250 -5.4029 13.4914
O -6.7995 -9.1330 15.5365
O -4.6363 -4.7981 17.4523
O -4.2660 -7.4629 16.2890
O -4.8484 -3.6185 14.9168
O -1.8128 -8.9768 17.0014
O -4.2063 -10.6020 15.3930
H -5.4853 -8.2722 18.1145
H -3.4499 -10.3811 14.8216
H -3.4895 -9.9744 18.6976
H -5.0006 -4.0727 15.7623
H -2.2241 -5.3814 14.2427
H -1.0649 -10.1442 13.7343
H -4.3950 -2.7984 15.1348
H -3.8846 -8.1117 15.6912
H -3.9904 -10.1942 17.2596
H -4.7988 -5.5003 18.0951
H -6.6903 -8.4973 16.2618
H -3.4487 -4.6832 13.6703
H -1.8447 -9.0575 16.0372
H -6.6817 -8.1588 19.0528
H -5.9611 -9.6110 15.5282
H -2.6770 -8.6215 17.2582
H -4.1519 -11.5520 15.5470
H -4.1741 -6.6176 15.8314
H -2.2519 -9.2402 13.3811
H -5.1535 -4.0519 17.7799

Atomic partial charges in e from the natural (NBO) method, atoms 1 to 4: -0.9727 -0.9800 -0.9794 -0.9653



Record 7
Formula: C5H17N4O
Source: the OMol25 dataset
Level of theory: ωB97M-V/def2-TZVPD

Output
HOMO level: -12.30 eV
energy above the lowest of the compared OMol25 structures with the same formula, charge and spin: 0.602 eV
HOMO-LUMO gap: 0.365 Ha
LUMO level: -2.38 eV
total charge: +1

Positions of all 27 atoms, in Å:
O -1.6006 2.1130 -0.6474
N 0.4062 2.9875 -0.4557
N -2.8175 -0.1872 -0.0406
N 0.7292 0.1027 -0.7585
N 1.7069 -2.0191 -0.1780
C -0.5125 2.1698 -0.0499
C 1.0969 -0.8606 0.0280
C -2.3107 -1.3360 -0.8164
C 1.6458 3.3749 0.2885
C 2.2429 -2.8109 0.8586
H 1.0624 -0.5866 1.0496
H -1.4979 -0.8212 -1.4758
H 1.5647 4.3707 0.6265
H 1.6835 2.7017 1.0846
H -1.7362 -1.9023 -0.2101
H 2.5513 3.4250 -0.3372
H 1.6955 -2.5215 1.6585
H 1.0625 -0.1870 -1.7358
H -3.6924 -0.0349 -0.5027
H -3.0488 -1.9625 -1.2533
H -2.2469 1.0575 -0.2251
H 1.9521 -2.2917 -1.1799
H 0.3046 3.2697 -1.3951
H -0.2861 1.8445 0.9910
H 3.3549 -2.9103 0.8845
H -2.8782 -0.3907 0.9509
H 2.0574 -3.8811 0.6433

Atomic partial charges in e from the natural (NBO) method, atoms 1 to 4: -0.6528 -0.5304 -0.7835 -0.7873



Record 8
Formula: C8H14N2O
Source: the OMol25 dataset
Level of theory: ωB97M-V/def2-TZVPD

Output
HOMO level: -8.68 eV
energy above the lowest of the compared OMol25 structures with the same formula, charge and spin: 3.776 eV
HOMO-LUMO gap: 0.351 Ha
SMILES string: C1=C[C@H]2C[C@H]2C1.[H]/N=C/NOC
LUMO level: 0.86 eV

Positions of all 25 atoms, in Å:
O 0.8873 2.5306 1.9549
N 3.4791 1.7188 1.6515
N 1.6618 2.1206 3.0524
C -1.0792 -2.0186 -1.0352
C -1.6318 -0.7358 -1.6016
C -1.6783 -3.1024 -1.8663
C 2.9934 1.9608 2.8316
C 0.2715 1.3917 1.3797
C -2.6086 -2.5950 -2.7018
C -0.2250 -1.1136 -1.9275
C -2.7216 -1.0926 -2.6075
H -3.7101 -0.7686 -2.2360
H 0.0076 -1.4836 -2.9354
H -0.8360 -2.1530 0.0211
H -0.1978 1.7320 0.4608
H -0.4735 0.9410 2.0458
H -1.8216 0.1438 -0.9504
H -3.1953 -3.1697 -3.4085
H 4.4783 1.5321 1.7324
H 0.5540 -0.5232 -1.4284
H -2.5810 -0.5869 -3.5695
H 3.5986 1.9336 3.7446
H 1.3792 2.6129 3.8978
H -1.2383 -4.1149 -1.9172
H 1.0283 0.6155 1.1491

Atomic partial charges in e from the natural (NBO) method, atoms 1 to 4: -0.3705 -0.7099 -0.3399 -0.2765